Record 1
The following is a DFT calculation (ωB97M-V with the def2-TZVPD basis set) of C5H7FO3Sc as an isolated structure in a non-equilibrium geometry.

Cartesian coordinates (Å):
C  -1.603  -0.424  1.132
C  -2.543  0.060  0.243
H  -1.966  -0.222  2.153
H  -0.632  -0.694  1.552
H  -3.327  0.744  0.586
H  -2.630  -0.292  -0.789
O  2.245  0.090  -0.078
C  2.193  1.401  0.284
C  1.360  -0.438  -1.047
O  3.173  1.860  0.838
O  1.089  2.016  0.065
C  0.278  -1.305  -0.477
H  1.983  -1.053  -1.714
H  0.905  0.346  -1.668
F  0.772  -2.360  0.204
H  -0.479  -1.630  -1.204
Sc  -0.817  1.901  -0.081

As for the total charge: +2. Its multiplicity is 2. The gap between HOMO and LUMO (alpha / beta) is 4.79 / 7.01 eV. Its expectation value of S² is 0.755. Its LUMO energy (alpha / beta) is -12.346 / -10.860 eV. The energy comes out at -34834.3905 eV.

=====

Record 2
The following is a DFT calculation (ωB97M-V with the def2-TZVPD basis set) of a single C5H7FS molecule.

Cartesian coordinates (Å):
C  -1.053  0.318  0.205
C  0.058  1.199  -0.502
C  0.979  0.038  -0.843
C  1.041  -0.641  0.479
C  -0.400  -1.055  0.658
H  -1.509  0.854  1.068
H  -0.384  1.723  -1.374
H  0.477  1.934  0.190
H  0.486  -0.586  -1.592
H  1.274  0.100  1.279
H  -0.689  -1.344  1.657
H  -0.749  -1.812  -0.016
F  -2.076  0.058  -0.702
S  2.545  -0.786  -0.507

Its multiplicity is 1. The gap between HOMO and LUMO is 9.95 eV. Its SMILES is FC1C[C@H]2S[C@@H]2C1. As for the relative energy (zero: lowest compared OMol25 entry of this formula, charge and spin): 48.34 kcal/mol. Its LUMO energy is 0.916 eV. The energy comes out at -18848.5432 eV.

=====

Record 3
The following is a DFT calculation (ωB97M-V with the def2-TZVPD basis set) of a single C5H7FS molecule in a non-equilibrium geometry.

Cartesian coordinates (Å):
C  1.016  1.592  0.298
C  0.742  0.072  0.240
C  0.214  -1.043  -0.640
C  -1.191  -1.215  0.067
C  -0.351  1.093  0.255
H  1.626  1.932  1.187
H  1.013  -0.142  1.289
H  0.142  -0.701  -1.640
H  0.741  -1.993  -0.670
H  -1.127  -2.069  0.810
H  -1.856  -1.463  -0.815
H  -0.628  1.314  -0.720
F  1.332  2.374  -0.727
S  -1.673  0.250  1.066

Its multiplicity is 1. The gap between HOMO and LUMO is 9.58 eV. Its SMILES is F[C@@H]1[C@@H]2CCS[C@@H]12. As for the relative energy (zero: lowest compared OMol25 entry of this formula, charge and spin): 64.20 kcal/mol. Its LUMO energy is 1.004 eV. The energy comes out at -18847.8554 eV.

=====

Record 4
The following is a DFT calculation (ωB97M-V with the def2-TZVPD basis set) of C5H7FeO4 as an isolated structure in a non-equilibrium geometry.

Cartesian coordinates (Å):
O  3.329  -0.524  1.451
C  2.534  -0.830  0.514
O  1.650  0.327  0.359
O  2.359  -1.811  -0.149
Fe  2.613  1.253  1.773
C  0.522  0.712  -1.687
C  0.527  0.217  -0.443
H  1.409  1.226  -2.061
H  -0.305  0.483  -2.359
O  -3.011  -0.204  0.769
C  -1.840  -0.540  0.053
C  -0.835  0.591  0.244
H  -3.565  -0.984  0.857
H  -2.057  -0.667  -1.021
H  -1.423  -1.488  0.431
H  -0.614  0.696  1.318
H  -1.292  1.543  -0.050

As for the total charge: +2. Its multiplicity is 6. The gap between HOMO and LUMO (alpha / beta) is 7.37 / 4.74 eV. Its expectation value of S² is 8.761. As for the relative energy (zero: lowest compared OMol25 entry of this formula, charge and spin): 34.28 kcal/mol. Its LUMO energy (alpha / beta) is -10.811 / -12.999 eV. The energy comes out at -47851.3379 eV.

=====

Record 5
The following is a DFT calculation (ωB97M-V with the def2-TZVPD basis set) of a 2-piece molecular cluster, C5H7IN5 overall in a non-equilibrium geometry.

Cartesian coordinates (Å):
C  -2.158  -0.062  0.953
C  -2.199  2.190  0.687
C  -0.988  -0.218  0.202
C  -0.584  1.060  -0.320
C  -0.092  -1.160  -0.335
N  -2.756  1.086  1.230
N  -1.161  2.234  -0.060
N  0.538  0.869  -1.077
N  0.793  -0.482  -1.086
N  -0.118  -2.482  -0.118
I  5.240  0.517  0.197
H  -2.566  -0.904  1.309
H  -2.666  3.062  0.791
H  1.166  1.557  -1.540
H  1.596  -0.793  -1.632
H  -0.813  -3.057  0.236
H  6.111  -0.556  1.101
H  0.657  -2.859  -0.541

As for the total charge: +1. Its multiplicity is 1. The gap between HOMO and LUMO is 8.53 eV. As for the relative energy (zero: lowest compared OMol25 entry of this formula, charge and spin): 8.72 kcal/mol. Its LUMO energy is -4.260 eV. The energy comes out at -20841.8172 eV.

=====

Record 6
The following is a DFT calculation (ωB97M-V with the def2-TZVPD basis set) of C5H7LiO5Rb as an isolated structure in a non-equilibrium geometry.

Cartesian coordinates (Å):
O  -1.396  -1.138  -0.124
C  -1.831  -1.124  -1.291
C  -1.424  -0.179  -2.337
O  -0.452  1.121  -1.934
Rb  -1.648  0.430  1.727
H  -2.390  -2.019  -1.625
H  -2.233  0.046  -3.045
H  -0.745  -0.727  -3.015
H  2.783  -2.879  -1.162
C  2.797  -1.781  -1.015
C  1.870  -1.009  -1.904
Li  2.592  0.486  0.417
O  3.234  -1.320  0.021
H  0.926  -1.576  -1.866
H  2.280  -1.022  -2.927
O  1.721  0.318  -1.500
C  0.490  0.831  -1.010
O  0.907  1.790  -0.088
H  0.901  2.648  -0.530

As for the total charge: +1. Its multiplicity is 1. The gap between HOMO and LUMO (alpha / beta) is 4.97 / 4.97 eV. Its LUMO energy (alpha / beta) is -3.229 / -3.228 eV. The energy comes out at -16386.8335 eV.

=====

Record 7
The following is a DFT calculation (ωB97M-V with the def2-TZVPD basis set) of C5H7MnO3 as an isolated structure in a non-equilibrium geometry.

Cartesian coordinates (Å):
O  -1.561  -0.616  -1.789
C  -2.266  0.041  -0.978
O  -2.998  -0.566  -0.063
Mn  -1.809  1.098  -3.009
O  -2.300  1.308  -1.022
C  1.342  1.360  0.639
H  0.868  1.617  -0.317
H  0.701  1.468  1.525
H  2.151  2.099  0.704
C  0.210  -2.022  0.738
C  1.105  -1.195  0.706
C  2.034  -0.076  0.651
H  -0.417  -2.889  0.613
H  -2.437  -1.314  0.352
H  2.725  -0.135  1.505
H  2.652  -0.178  -0.254

Its multiplicity is 7. The gap between HOMO and LUMO (alpha / beta) is 7.44 / 10.04 eV. Its expectation value of S² is 12.002. As for the relative energy (zero: lowest compared OMol25 entry of this formula, charge and spin): 0.00 kcal/mol. Its LUMO energy (alpha / beta) is 0.339 / -0.074 eV. The energy comes out at -42758.5616 eV.

=====

Record 8
The following is a DFT calculation (ωB97M-V with the def2-TZVPD basis set) of a single C5H7N molecule in a non-equilibrium geometry.

Cartesian coordinates (Å):
C  -0.735  0.465  2.025
C  -0.512  1.497  1.238
C  -0.109  -0.478  -0.418
C  0.245  0.256  0.901
C  1.036  -0.464  -1.406
N  -1.240  -0.938  -0.521
H  -1.418  0.029  2.657
H  -0.994  2.420  0.920
H  1.280  0.199  1.223
H  1.187  -1.593  -1.695
H  1.928  0.043  -1.010
H  0.762  -0.170  -2.437
H  -1.432  -1.265  -1.479

Its multiplicity is 1. The gap between HOMO and LUMO is 10.31 eV. Its SMILES is [H]/N=C(\C)C1C=C1. As for the relative energy (zero: lowest compared OMol25 entry of this formula, charge and spin): 80.65 kcal/mol. Its LUMO energy is 1.099 eV. The energy comes out at -6785.0153 eV.

=====

Record 9
The following is a DFT calculation (ωB97M-V with the def2-TZVPD basis set) of a single C5H7N molecule in a non-equilibrium geometry.

Cartesian coordinates (Å):
C  2.055  -0.009  0.090
C  0.764  -0.833  0.237
C  -1.028  0.990  -0.684
C  -0.544  -0.027  0.299
C  -0.746  1.332  0.703
N  2.168  1.183  -0.119
H  2.995  -0.692  -0.103
H  0.883  -1.727  -0.493
H  0.996  -1.424  1.179
H  -0.244  1.201  -1.366
H  -2.157  0.962  -0.837
H  -1.368  -0.825  0.651
H  0.091  2.005  1.071

Its multiplicity is 1. The gap between HOMO and LUMO (alpha / beta) is 8.32 / 9.27 eV. As for the relative energy (zero: lowest compared OMol25 entry of this formula, charge and spin): 134.76 kcal/mol. Its LUMO energy (alpha / beta) is -0.420 / -0.095 eV. The energy comes out at -6782.6687 eV.

=====

Record 10
The following is a DFT calculation (ωB97M-V with the def2-TZVPD basis set) of a single C5H7N molecule in a non-equilibrium geometry.

Cartesian coordinates (Å):
C  1.913  -0.073  -0.142
C  0.429  0.032  0.016
C  -0.400  1.112  0.131
C  -1.738  0.628  0.039
C  -1.689  -0.734  -0.079
N  -0.394  -1.123  -0.205
H  2.352  -0.930  0.371
H  2.174  -0.177  -1.195
H  2.424  0.814  0.224
H  -0.089  2.141  0.241
H  -2.638  1.228  0.071
H  -2.481  -1.470  -0.124
H  0.137  -1.448  0.653

Its multiplicity is 1. The gap between HOMO and LUMO is 9.42 eV. Its SMILES is Cc1ccc[nH]1. As for the relative energy (zero: lowest compared OMol25 entry of this formula, charge and spin): 28.29 kcal/mol. Its LUMO energy is 1.066 eV. The energy comes out at -6787.2859 eV.

=====

Record 11
The following is a DFT calculation (ωB97M-V with the def2-TZVPD basis set) of a single C5H7N molecule.

Cartesian coordinates (Å):
C  -2.545  -0.369  0.594
C  -1.405  -0.028  0.056
C  -0.443  0.570  -0.597
C  0.991  0.193  -0.788
C  1.970  0.235  0.336
N  1.528  -1.038  -0.220
H  -0.848  1.465  -1.067
H  -2.834  0.011  1.569
H  -3.251  -0.990  0.050
H  1.384  0.406  -1.782
H  1.599  0.538  1.313
H  3.014  0.480  0.147
H  0.838  -1.472  0.388

Its multiplicity is 1. The gap between HOMO and LUMO is 10.04 eV. Its SMILES is C=C=C[C@H]1CN1. As for the relative energy (zero: lowest compared OMol25 entry of this formula, charge and spin): 68.45 kcal/mol. Its LUMO energy is 0.942 eV. The energy comes out at -6785.5445 eV.

=====

Record 12
The following is a DFT calculation (ωB97M-V with the def2-TZVPD basis set) of a single C5H7N molecule.

Cartesian coordinates (Å):
C  1.160  0.720  0.251
C  -0.148  1.021  -0.436
C  -0.853  -0.318  -0.666
C  0.070  -1.385  -0.126
N  0.482  -0.434  0.964
C  -0.829  0.314  0.685
H  1.380  1.437  1.047
H  2.072  0.581  -0.348
H  -0.466  1.899  -0.986
H  -1.689  -0.391  -1.355
H  -0.505  -2.208  0.317
H  0.887  -1.797  -0.729
H  -1.550  0.634  1.427

Its multiplicity is 1. The gap between HOMO and LUMO is 10.20 eV. Its SMILES is C1[C@@H]2[C@@H]3CN1[C@H]23. As for the relative energy (zero: lowest compared OMol25 entry of this formula, charge and spin): 77.55 kcal/mol. Its LUMO energy is 1.186 eV. The energy comes out at -6785.1498 eV.